DFT (wB97M-V/def2-TZVPD) results for an isolated molecule of C23H30N4O4S.

- Largest force on an atom: 0.72 eV/Å
- Relative energy (zero: lowest compared OMol25 entry of this formula, charge and spin): 0.0 kcal/mol
- E_HOMO: -8.5507 eV
- Orbital gap: 8.636 eV
- Structure (SMILES): CCOC(=O)N1CCN(C(=O)[C@H]2CC[C@@H](Cn3c(=S)[nH]c4ccccc4c3=O)CC2)CC1

Structure (ORCA input):
```
! RIJCOSX wB97M-V def2-TZVPD def2/J DEFGRID3
* xyz 0 1
C 9.296 1.027 -0.145
C 8.404 0.738 1.054
O 7.194 0.089 0.667
C 6.219 0.897 0.195
O 6.299 2.103 0.150
N 5.147 0.196 -0.250
C 3.939 0.902 -0.611
C 2.862 0.684 0.463
N 2.652 -0.732 0.663
C 1.527 -1.461 0.440
O 1.541 -2.673 0.555
C 0.266 -0.704 0.044
C -0.979 -1.515 0.436
C -2.170 -1.216 -0.479
C -2.122 0.236 -0.949
C -3.395 0.653 -1.692
N -4.553 0.704 -0.813
C -4.693 1.783 0.012
S -3.650 3.060 0.038
N -5.763 1.805 0.851
C -6.714 0.819 0.916
C -7.784 0.888 1.807
C -8.715 -0.130 1.831
C -8.597 -1.222 0.976
C -7.542 -1.294 0.092
C -6.590 -0.276 0.054
C -5.466 -0.351 -0.886
O -5.315 -1.250 -1.682
C -0.907 0.441 -1.865
C 0.256 -0.476 -1.472
C 3.871 -1.421 1.041
C 4.945 -1.219 -0.032
H 10.232 1.461 0.195
H 8.801 1.731 -0.809
H 9.505 0.110 -0.690
H 8.157 1.670 1.572
H 8.884 0.043 1.745
H 4.179 1.962 -0.701
H 3.587 0.521 -1.575
H 1.946 1.186 0.162
H 3.212 1.124 1.405
H 0.241 0.261 0.555
H -0.730 -2.576 0.388
H -1.237 -1.283 1.472
H -2.161 -1.870 -1.353
H -3.097 -1.415 0.061
H -2.021 0.880 -0.070
H -3.255 1.647 -2.127
H -3.626 -0.068 -2.478
H -5.837 2.618 1.448
H -7.873 1.736 2.469
H -9.543 -0.076 2.521
H -9.333 -2.009 1.006
H -7.422 -2.127 -0.583
H -1.189 0.234 -2.899
H -0.594 1.486 -1.811
H 0.156 -1.448 -1.957
H 1.198 -0.039 -1.808
H 3.634 -2.480 1.155
H 4.227 -1.019 1.997
H 5.884 -1.676 0.273
H 4.609 -1.669 -0.972
*
```

Atomic charges from the Löwdin analysis, expressed in e, are listed below: -0.06, -0.22, -0.01, -0.54, 0.09, -0.04, -0.11, -0.11, -0.05, -0.41, 0.06, -0.23, -0.13, -0.14, -0.32, -0.15, 0.01, -0.77, 0.70, 0.08, -0.18, -0.01, -0.07, -0.07, 0.00, -0.06, -0.36, 0.10, -0.14, -0.13, -0.11, -0.10, 0.08, 0.07, 0.08, 0.12, 0.12, 0.13, 0.13, 0.11, 0.14, 0.14, 0.11, 0.12, 0.13, 0.11, 0.10, 0.10, 0.13, 0.13, 0.11, 0.11, 0.10, 0.12, 0.12, 0.12, 0.13, 0.10, 0.12, 0.14, 0.13, 0.14